(1)
Density functional theory data (wB97M-V/def2-TZVPD) for a structure of composition C5H18NO6 in a non-equilibrium geometry.

Geometry as ORCA input:
```
! RIJCOSX wB97M-V def2-TZVPD def2/J DEFGRID3
* xyz -1 1
O -2.35 0.77 1.03
C -1.97 0.22 0.01
C -0.88 -0.78 0.19
C 0.46 -0.06 0.46
C 1.29 0.42 -0.72
C 0.43 1.27 -1.54
O -0.76 0.56 -2.03
N -1.18 -1.79 1.24
H -2.41 0.28 -0.95
H -0.55 -1.53 -0.63
H 1.04 -0.75 0.99
H 0.17 0.90 1.03
H 1.62 -0.44 -1.37
H 2.11 1.07 -0.38
H 0.88 1.52 -2.49
H 0.14 2.23 -1.16
H -1.65 -1.31 1.97
H -0.55 -2.40 1.53
H -0.73 0.48 2.93
H -1.11 1.58 2.09
O -0.60 1.54 2.86
H 1.57 -3.57 -0.45
H 1.29 -2.32 -1.73
O 1.69 -2.71 -0.64
H 0.08 -2.79 -2.78
H -0.45 -0.46 -2.41
O 0.38 -1.87 -2.65
H 0.59 3.77 1.25
H 0.43 2.79 2.42
O 1.04 3.34 1.93
*
```

Values from the calculation:
**E**: -19250.170 eV
**Frontier orbital gap**: 8.748 eV



(2)
Density functional theory data (wB97M-V/def2-TZVPD) for a cluster of 4 separate species, C5H18O3 in total in a non-equilibrium geometry.

Geometry as ORCA input:
```
! RIJCOSX wB97M-V def2-TZVPD def2/J DEFGRID3
* xyz -1 2
C 1.59 -0.46 -0.83
C 0.31 -0.33 0.11
C 0.30 0.68 1.30
C 1.08 2.12 1.11
C 1.66 0.54 -2.02
H 2.45 -0.34 -0.15
H 1.61 -1.47 -1.26
H 0.12 -1.26 0.64
H -0.61 0.02 -0.55
H 0.53 0.23 2.23
H -0.83 0.98 1.44
H 1.06 2.35 0.02
H 0.47 2.86 1.69
H 2.08 2.06 1.37
H 2.61 0.17 -2.59
H 0.78 0.46 -2.78
H 1.82 1.44 -1.55
H -3.20 -1.95 -1.38
H -2.10 -1.81 -0.26
O -2.40 -1.49 -1.20
H -0.97 -4.41 -0.38
H 0.46 -3.76 -0.91
O -0.41 -3.61 -0.41
H -2.29 2.71 2.40
H -2.97 1.78 1.67
O -3.16 2.49 2.29
*
```

Values from the calculation:
**<S²>**: 0.750
**E**: -11616.806 eV
**Frontier orbital gap (spin up / spin down)**: 2.423 / 9.838 eV



(3)
Density functional theory data (wB97M-V/def2-TZVPD) for a structure of composition C5H19AgN8O8 in a non-equilibrium geometry.

Geometry as ORCA input:
```
! RIJCOSX wB97M-V def2-TZVPD def2/J DEFGRID3
* xyz 1 2
Ag 1.22 -31.39 -0.77
O 5.50 -32.66 -1.22
C 4.25 -32.57 -1.71
O 3.35 -32.17 -0.96
O 4.15 -32.93 -2.89
H 5.93 -32.92 -2.03
O 5.66 -32.00 -5.51
H 5.13 -32.31 -4.78
H 5.90 -32.79 -6.00
C 3.27 -36.37 -4.15
O 2.87 -37.52 -4.32
N 3.61 -35.56 -5.08
N 3.42 -35.73 -3.04
H 3.65 -35.89 -6.03
H 3.81 -34.60 -4.83
H 2.97 -36.20 -2.26
H 3.48 -34.72 -3.00
C 7.78 -35.16 -3.48
O 8.65 -35.28 -4.31
N 6.53 -35.04 -3.88
N 7.98 -35.13 -2.19
H 6.36 -34.83 -4.85
H 5.71 -35.20 -3.31
H 7.22 -35.28 -1.54
H 8.96 -35.25 -1.96
C 5.55 -34.83 1.90
O 5.04 -35.66 2.64
N 5.72 -35.02 0.65
N 5.92 -33.64 2.28
H 5.85 -34.24 0.03
H 5.25 -35.89 0.41
H 6.56 -33.17 1.64
H 5.92 -33.47 3.27
C 4.88 -29.64 2.29
O 4.57 -28.64 1.73
N 4.74 -29.84 3.50
N 5.06 -30.76 1.69
H 4.33 -29.08 4.03
H 5.05 -30.73 3.86
H 5.11 -30.74 0.68
H 4.81 -31.66 2.06
*
```

Values from the calculation:
**<S²>**: 0.763
**E**: -37784.517 eV
**Frontier orbital gap (spin up / spin down)**: 6.633 / 2.326 eV